Formula: C3H10N2O2
Source: the Open Molecules 2025 dataset
Level of theory: ωB97M-V/def2-TZVPD

Each line ends with the Löwdin charge.
Element x y z (Å)
C (-0.0615, 0.9206, 0.6628)  -0.385
N (1.0053, 1.6819, 0.1254)  0.056
N (0.3900, 0.1897, 1.8130)  0.039
H (1.8437, 1.1267, 0.0021)  0.083
H (0.7684, 0.8264, 2.5073)  0.085
H (0.7600, 2.1554, -0.7346)  0.089
H (-0.3591, -0.3485, 2.2307)  0.080
H (-0.9539, 1.5491, 0.8119)  0.140
H (-0.6653, 0.4434, -0.5157)  0.063
C (0.5046, -1.5822, -0.7797)  -0.008
C (-0.7192, -0.9155, -0.2512)  -0.455
O (-1.1236, 0.2703, -1.7545)  -0.192
O (-1.6697, -1.3580, 0.3119)  0.092
H (-2.0878, 0.3056, -1.7028)  0.037
H (1.1510, -0.8735, -1.2897)  0.081
H (0.1848, -2.3450, -1.4901)  0.101
H (1.0322, -2.0466, 0.0532)  0.093

Output
Maximum force, eV/A: 0.5
Energy relative to the best compared isomer or geometry (same formula, charge and spin), kJ/mol: 413.0
HOMO, eV: -8.2
Gap between HOMO and LUMO, Eh: 0.3328

Formula: C23H22BBrF4N2O2S2W
Source: the Open Molecules 2025 dataset
Level of theory: ωB97M-V/def2-TZVPD

Each line ends with the Löwdin charge.
Element x y z (Å)
W (0.5987, -0.5080, 0.0279)  1.519
C (-1.7601, -1.0709, -1.9562)  -0.017
N (-0.9215, 0.1192, -1.5591)  -0.239
C (-1.8340, 1.1236, -0.9288)  -0.128
C (-1.0054, 2.1779, -0.2528)  -0.140
N (-0.1704, 1.5390, 0.8117)  -0.269
C (-1.0045, 1.4052, 2.0631)  -0.007
C (0.9656, 2.4066, 1.1716)  -0.323
C (0.8927, 3.7854, 1.1535)  0.006
C (1.9887, 4.5245, 1.5901)  -0.010
C (3.1382, 3.8999, 2.0544)  -0.024
C (3.2105, 2.5171, 2.0844)  -0.048
C (2.1225, 1.7804, 1.6287)  -0.569
S (2.1339, 0.0372, 1.6394)  0.897
C (-0.3075, 0.6890, -2.7782)  -0.269
C (-1.0607, 0.9339, -3.9165)  0.001
C (-0.4494, 1.4848, -5.0336)  -0.018
C (0.9035, 1.7979, -5.0193)  -0.027
C (1.6537, 1.5699, -3.8796)  -0.059
C (1.0391, 1.0079, -2.7647)  -0.502
S (1.9857, 0.7308, -1.3079)  0.842
H (-2.6220, -0.7163, -2.5168)  0.105
H (-2.1147, -1.5780, -1.0658)  0.081
H (-1.1648, -1.7373, -2.5700)  0.111
H (-2.4712, 0.5892, -0.2239)  0.118
H (-2.4690, 1.5653, -1.6970)  0.149
H (-1.6494, 2.9406, 0.1857)  0.145
H (-0.3372, 2.6585, -0.9674)  0.134
H (-1.9049, 0.8363, 1.8565)  0.070
H (-1.2580, 2.4064, 2.4085)  0.119
H (-0.4253, 0.8946, 2.8285)  0.103
H (0.0054, 4.3052, 0.8195)  0.127
H (1.9329, 5.6045, 1.5745)  0.128
H (3.9782, 4.4903, 2.3925)  0.129
H (4.0995, 2.0119, 2.4388)  0.127
H (-2.1167, 0.7052, -3.9548)  0.124
H (-1.0394, 1.6705, -5.9205)  0.127
H (1.3726, 2.2232, -5.8955)  0.128
H (2.7074, 1.8151, -3.8505)  0.124
Br (-3.8485, -1.8040, 1.9398)  0.871
C (-2.6628, -3.1661, 2.5016)  -0.564
C (-3.2291, -4.2046, 3.2152)  -0.099
C (-2.4353, -5.2461, 3.6791)  -0.008
C (-1.0667, -5.2653, 3.4411)  -0.025
C (-0.4935, -4.2334, 2.7328)  0.023
C (-1.2776, -3.1702, 2.2499)  -0.152
C (-0.5700, -2.1571, 1.5133)  -0.486
O (0.6978, -2.1687, 1.3504)  -0.160
O (-1.1381, -1.1392, 0.9177)  -0.230
H (-4.2918, -4.2002, 3.4107)  0.113
H (-2.8988, -6.0508, 4.2344)  0.130
H (-0.4574, -6.0801, 3.8047)  0.125
H (0.5687, -4.2306, 2.5308)  0.133
F (3.5388, -2.1833, -0.5520)  0.219
B (3.9658, -1.9017, -1.7788)  -0.903
F (0.6559, -1.9661, -1.1086)  -0.321
F (5.0635, -1.2033, -1.9416)  0.290
F (3.2363, -2.2660, -2.8106)  0.279

Output
Maximum force, eV/A: 0.5
HOMO, eV: -14.6
Total charge: +2
Gap between HOMO and LUMO, Eh: 0.2280

Formula: C5H10O
Source: the Open Molecules 2025 dataset
Level of theory: ωB97M-V/def2-TZVPD

Each line ends with the Löwdin charge.
Element x y z (Å)
O (2.5728, 0.2751, 0.2967)  -0.184
C (1.6142, -0.5485, 0.6157)  -0.497
C (0.2754, -0.2006, 0.1438)  -0.195
C (-1.0309, -0.9470, 0.0252)  -0.113
C (-1.6951, 0.3994, -0.3689)  -0.149
C (-0.4209, 1.1375, 0.1219)  -0.128
H (1.9183, 0.3106, -1.1714)  0.121
H (1.7940, -1.6440, 0.5758)  0.136
H (1.1769, -0.3678, 1.6654)  0.187
H (1.2047, 0.0997, -1.5331)  0.117
H (-1.3803, -1.3277, 0.9923)  0.128
H (-1.0481, -1.7694, -0.6959)  0.119
H (-1.8373, 0.4877, -1.4484)  0.108
H (-2.6291, 0.6478, 0.1395)  0.103
H (-0.5362, 1.5292, 1.1403)  0.132
H (0.0216, 1.9180, -0.4991)  0.116

Output
Maximum force, eV/A: 0.4
Energy relative to the best compared isomer or geometry (same formula, charge and spin), kJ/mol: 516.3
HOMO, eV: -8.9
Gap between HOMO and LUMO, Eh: 0.3134